{
  "formula": "C41H67Br3Cl2F9NO10",
  "method": "ωB97M-V/def2-TZVPD",
  "symbols": ["C", "C", "C", "Cl", "C", "C", "C", "C", "C", "O", "O", "O", "C", "C", "C", "C", "C", "Br", "C", "Br", "C", "C", "Br", "N", "Cl", "C", "C", "C", "O", "C", "F", "F", "C", "F", "F", "C", "F", "F", "C", "F", "F", "F", "H", "H", "H", "H", "H", "H", "H", "H", "H", "H", "H", "H", "H", "H", "H", "H", "H", "H", "H", "H", "H", "H", "H", "H", "H", "H", "H", "H", "H", "H", "H", "C", "C", "O", "C", "H", "H", "H", "H", "H", "H", "C", "C", "O", "C", "H", "H", "H", "H", "H", "H", "C", "C", "O", "C", "H", "H", "H", "H", "H", "H", "C", "C", "O", "C", "H", "H", "H", "H", "H", "H", "C", "C", "O", "C", "H", "H", "H", "H", "H", "H", "C", "C", "O", "C", "H", "H", "H", "H", "H", "H"],
  "positions_angstrom": [[-2.596, 3.092, 5.378], [-2.885, 2.207, 4.097], [-2.537, 3.061, 2.860], [-0.739, 3.383, 2.835], [-3.198, 2.763, 1.480], [-3.119, 4.183, 0.765], [-4.760, 2.767, 1.801], [-5.420, 1.383, 1.948], [-6.955, 1.615, 1.907], [-7.478, 2.653, 2.085], [-7.678, 0.466, 1.628], [-2.960, 1.647, 0.679], [-1.775, 0.933, 0.462], [-1.093, 1.087, -0.980], [0.444, 1.232, -0.692], [1.130, 0.029, 0.028], [2.632, 0.432, 0.222], [3.842, -1.083, 0.072], [-1.468, 2.540, -1.655], [-1.790, 2.303, -3.655], [-0.352, 3.630, -1.762], [0.066, 4.494, -0.555], [-1.083, 5.031, -3.026], [-1.421, 0.105, -1.979], [-0.158, -0.703, -2.809], [-2.634, -0.622, -2.174], [-3.955, 0.265, -2.067], [-4.846, 0.268, -3.441], [-5.139, -0.433, -2.044], [-2.053, -0.559, 0.868], [-3.355, -0.834, 0.526], [-1.318, -1.493, 0.244], [-2.038, -0.977, 2.390], [-2.203, -2.345, 2.336], [-3.173, -0.597, 2.993], [-0.740, -0.852, 3.228], [-0.219, 0.368, 3.342], [0.144, -1.714, 2.688], [-0.893, -1.407, 4.706], [0.236, -1.020, 5.340], [-0.877, -2.718, 4.750], [-1.905, -0.877, 5.376], [-2.146, 4.061, 5.116], [-3.541, 3.314, 5.895], [-1.907, 2.597, 6.075], [-3.935, 1.910, 4.186], [-2.267, 1.318, 4.239], [-2.935, 4.046, 3.139], [-2.119, 4.624, 0.821], [-3.752, 4.869, 1.353], [-3.577, 4.168, -0.232], [-5.311, 3.313, 1.021], [-4.932, 3.354, 2.718], [-5.221, 0.783, 1.052], [-5.259, 0.863, 2.901], [-8.058, 0.563, 0.741], [-1.024, 1.260, 1.206], [1.032, 1.394, -1.602], [0.574, 2.034, 0.051], [1.019, -0.937, -0.468], [0.717, 0.000, 1.044], [2.863, 1.259, -0.460], [2.746, 0.835, 1.238], [-2.460, 2.895, -1.371], [0.545, 3.326, -2.307], [-0.006, 3.999, 0.422], [-0.537, 5.409, -0.496], [1.107, 4.842, -0.654], [-2.725, -0.928, -3.225], [-2.839, -1.544, -1.602], [-3.906, 1.217, -1.516], [-4.831, 1.418, -3.344], [-5.942, 0.275, -3.580], [-2.616, -1.538, 10.265], [-1.720, -0.736, 9.352], [-1.279, 0.339, 9.687], [-1.397, -1.332, 8.004], [-2.764, -0.993, 11.195], [-3.587, -1.695, 9.791], [-2.153, -2.500, 10.490], [-2.313, -1.478, 7.438], [-0.880, -2.285, 8.133], [-0.750, -0.653, 7.461], [1.139, 6.246, -7.004], [0.960, 4.804, -6.598], [1.491, 4.358, -5.607], [0.092, 3.942, -7.479], [1.784, 6.746, -6.284], [1.603, 6.301, -7.990], [0.171, 6.751, -7.020], [0.511, 3.896, -8.486], [-0.921, 4.347, -7.516], [0.051, 2.933, -7.070], [3.106, 1.886, -6.370], [3.456, 0.679, -7.203], [3.630, 0.765, -8.399], [3.579, -0.642, -6.483], [3.050, 2.762, -7.011], [2.137, 1.741, -5.890], [3.875, 2.053, -5.614], [2.631, -0.899, -6.007], [4.368, -0.586, -5.731], [3.833, -1.422, -7.200], [4.135, -5.436, -1.911], [3.213, -4.450, -2.576], [3.636, -3.586, -3.313], [1.737, -4.579, -2.287], [5.159, -5.226, -2.207], [4.057, -5.346, -0.825], [3.883, -6.449, -2.223], [1.554, -4.452, -1.218], [1.377, -5.556, -2.613], [1.194, -3.806, -2.829], [5.838, -5.895, -5.743], [6.420, -6.699, -4.609], [5.726, -7.107, -3.704], [7.903, -6.973, -4.647], [4.767, -5.773, -5.588], [6.301, -4.907, -5.777], [5.999, -6.414, -6.690], [8.456, -6.033, -4.633], [8.154, -7.539, -5.545], [8.184, -7.559, -3.773], [4.769, -3.473, 5.924], [3.827, -2.584, 5.149], [4.239, -1.726, 4.403], [2.347, -2.810, 5.342], [5.797, -3.201, 5.689], [4.607, -3.344, 6.995], [4.610, -4.516, 5.647], [2.078, -2.650, 6.388], [2.083, -3.825, 5.038], [1.803, -2.113, 4.729]],
  "forces_ev_per_angstrom": [[-0.241, -0.084, -0.232], [1.021, 0.681, 1.482], [-0.414, -0.813, 0.547], [-0.323, -0.346, -0.146], [-1.761, 3.290, 0.855], [0.216, -0.404, 0.313], [0.252, -0.928, 0.443], [-1.585, 0.857, -0.483], [1.214, -1.545, -0.281], [-0.779, 1.457, 0.174], [0.507, 0.061, -0.250], [-0.140, -0.760, -0.700], [1.277, -0.012, 0.885], [0.638, 1.794, -0.318], [0.102, -1.786, 0.584], [0.479, 0.864, 0.323], [-1.106, 0.232, 0.478], [-0.166, 0.408, -0.135], [0.459, -0.133, -1.492], [-0.484, -1.681, 0.360], [-0.620, 1.554, 0.097], [0.165, 0.120, 0.611], [0.588, 1.091, 0.667], [0.632, -1.391, 0.415], [0.056, 0.188, 0.145], [-2.710, 0.366, -0.758], [0.108, -3.125, -1.116], [-0.050, 1.757, 0.653], [1.555, 2.253, 1.604], [-1.470, -0.014, -0.103], [0.213, 0.082, 0.083], [0.577, 0.549, -0.007], [-0.650, -1.718, -0.615], [0.306, 0.184, -0.016], [0.571, 1.185, 0.282], [-0.565, -1.251, 1.303], [-0.100, 0.256, -0.583], [0.405, 0.627, -0.423], [1.339, 0.920, -0.046], [-0.458, 0.558, 0.027], [-0.878, -0.447, -0.048], [-0.489, -0.221, -0.656], [-0.070, -0.338, 0.036], [0.337, -0.119, -0.010], [-0.289, 0.118, -0.154], [0.239, 0.058, -0.638], [-0.228, 0.133, -0.570], [0.117, -0.249, -0.468], [-0.181, -0.242, -0.576], [0.182, -0.345, -0.152], [0.479, -0.030, 0.115], [0.369, -0.298, 0.067], [0.086, -0.158, -0.336], [0.274, -0.279, 0.631], [0.441, -0.137, -0.480], [-0.238, -0.011, 0.320], [-0.188, 0.127, -0.511], [-0.465, 0.293, 0.112], [-0.133, 0.150, -0.745], [0.010, 0.315, 0.087], [0.031, -0.502, -0.299], [0.496, -0.628, -0.103], [0.201, -0.257, -0.334], [0.568, 0.250, 0.344], [-0.552, -0.443, 0.103], [-0.012, -0.075, -0.396], [0.083, -0.398, 0.048], [-0.336, -0.267, -0.181], [0.585, 0.125, 0.334], [0.523, 0.465, 0.221], [-0.197, -0.341, -0.324], [-0.870, -0.379, 0.707], [0.503, -0.770, -1.493], [0.027, 0.230, 0.184], [0.102, 0.119, 0.103], [-0.042, -0.064, -0.046], [0.160, 0.182, 0.421], [0.020, 0.000, -0.042], [0.054, -0.185, -0.029], [-0.129, -0.080, -0.121], [-0.040, -0.237, 0.150], [-0.164, -0.090, -0.051], [0.010, 0.051, 0.124], [0.182, 0.025, 0.230], [0.002, -0.055, 0.156], [-0.031, 0.085, 0.022], [0.070, -0.205, 0.190], [-0.025, -0.040, -0.007], [-0.174, 0.047, -0.070], [0.006, -0.012, -0.186], [-0.135, 0.106, -0.053], [0.038, 0.060, -0.164], [0.002, 0.041, 0.004], [0.068, -0.047, -0.343], [0.059, 0.007, -0.131], [-0.028, -0.007, 0.065], [0.058, -0.080, -0.299], [0.016, -0.038, 0.019], [0.104, 0.028, 0.193], [-0.145, -0.047, 0.146], [0.096, 0.038, 0.189], [-0.159, -0.009, 0.152], [-0.012, 0.038, 0.009], [0.052, 0.280, 0.057], [0.137, 0.147, -0.054], [-0.074, -0.061, -0.012], [-0.044, 0.258, -0.203], [-0.042, -0.028, 0.009], [-0.143, -0.116, -0.004], [-0.006, -0.025, 0.151], [-0.022, -0.181, 0.011], [-0.001, -0.054, 0.188], [0.030, -0.017, 0.020], [-0.258, -0.059, 0.139], [-0.114, -0.051, 0.064], [0.162, -0.129, -0.209], [-0.039, -0.133, 0.279], [0.044, 0.017, 0.024], [0.077, -0.051, -0.139], [0.145, 0.126, -0.035], [0.033, -0.028, -0.190], [0.071, 0.165, -0.073], [-0.032, 0.019, -0.023], [0.223, 0.158, -0.137], [0.094, 0.076, -0.084], [-0.054, -0.043, 0.056], [0.358, -0.123, -0.150], [-0.045, 0.008, -0.006], [-0.088, -0.171, -0.001], [-0.088, -0.022, 0.169], [-0.029, -0.174, 0.008], [-0.003, -0.056, 0.206], [0.208, -0.036, -0.157]],
  "mulliken_charge": [-1.454, 1.477, -0.596, -0.148, 0.964, -1.844, -1.814, 0.590, 0.287, -0.487, -0.495, 0.292, -1.189, 2.428, -3.633, 0.019, -0.828, -0.172, -1.514, -0.036, -0.102, -1.305, -0.170, 0.883, -0.181, -0.807, 1.963, -1.419, -0.609, 0.359, -0.264, -0.308, 0.278, -0.327, -0.153, 0.870, -0.208, -0.217, 0.302, -0.286, -0.280, -0.237, 0.351, 0.371, 0.368, 0.197, -1.209, 1.068, 0.217, 0.569, 0.485, 0.772, 0.360, -0.366, 0.236, 0.348, 0.475, 1.529, 0.100, 0.676, -0.298, 0.476, 0.421, 0.413, 0.707, 0.104, 0.528, 0.247, 0.781, 0.164, -0.429, 0.254, 0.435, -1.178, 0.693, -0.560, -0.697, 0.328, 0.317, 0.330, 0.257, 0.341, 0.176, -1.314, 0.940, -0.498, -1.086, 0.303, 0.366, 0.351, 0.376, 0.389, 0.195, -0.796, 0.742, -0.583, -0.993, 0.182, 0.198, 0.373, 0.236, 0.313, 0.326, -1.141, 0.914, -0.535, -1.034, 0.195, 0.407, 0.348, 0.279, 0.411, 0.176, -1.048, 0.854, -0.531, -1.173, 0.227, 0.306, 0.390, 0.326, 0.343, 0.303, -1.204, 0.815, -0.549, -0.606, 0.316, 0.324, 0.326, 0.293, 0.385, -0.122],
  "homo_lumo_gap_ev": 8.329,
  "molar_mass_g_mol": 1215.58,
  "homo_energy_ev": -8.229
}